{"formula": "C45H112N8O", "method": "ωB97M-V/def2-TZVPD", "species": ["C", "C", "N", "C", "C", "C", "C", "H", "H", "H", "H", "H", "H", "H", "H", "H", "H", "H", "H", "H", "H", "H", "C", "C", "N", "C", "C", "C", "C", "H", "H", "H", "H", "H", "H", "H", "H", "H", "H", "H", "H", "H", "H", "H", "C", "C", "N", "C", "C", "C", "C", "H", "H", "H", "H", "H", "H", "H", "H", "H", "H", "H", "H", "H", "H", "H", "C", "C", "N", "C", "C", "C", "C", "H", "H", "H", "H", "H", "H", "H", "H", "H", "H", "H", "H", "H", "H", "H", "C", "C", "N", "C", "C", "C", "C", "H", "H", "H", "H", "H", "H", "H", "H", "H", "H", "H", "H", "H", "H", "H", "C", "C", "N", "C", "C", "C", "C", "H", "H", "H", "H", "H", "H", "H", "H", "H", "H", "H", "H", "H", "H", "H", "C", "C", "N", "C", "C", "C", "C", "H", "H", "H", "H", "H", "H", "H", "H", "H", "H", "H", "H", "H", "H", "H", "C", "C", "O", "N", "C", "H", "H", "H", "H", "H", "H", "H"], "positions_angstrom": [[-7.69359, -2.06038, 4.70230], [-7.89187, -0.51101, 4.60318], [-8.85424, -0.05107, 5.58975], [-8.75263, 1.41164, 5.64959], [-9.47440, 1.98866, 6.85676], [-10.19995, -0.56176, 5.45066], [-10.83532, -0.16718, 4.07734], [-8.64350, -2.53164, 4.44993], [-7.43342, -2.50149, 5.66450], [-6.91851, -2.41174, 4.02120], [-6.93659, -0.11558, 4.94838], [-8.07506, -0.27074, 3.55589], [-7.69181, 1.61401, 5.79723], [-9.06444, 1.85852, 4.70556], [-9.46949, 1.30134, 7.70273], [-9.06362, 2.96363, 7.11903], [-10.52899, 2.11244, 6.61052], [-10.82466, -0.15173, 6.24420], [-10.26137, -1.63516, 5.62995], [-10.74727, 0.89185, 3.83488], [-11.90418, -0.37590, 4.12299], [-10.39317, -0.68359, 3.22533], [-7.87707, -4.51645, 0.23196], [-7.33123, -5.25160, -0.99148], [-6.03301, -5.89563, -0.85405], [-5.80186, -6.86401, -1.92551], [-4.48334, -7.62965, -1.76476], [-4.98078, -4.86327, -0.68434], [-4.91533, -3.94325, -1.86930], [-7.80911, -5.15246, 1.11455], [-8.93744, -4.31881, 0.07495], [-7.38408, -3.54540, 0.27820], [-7.99928, -6.10285, -1.12258], [-7.42726, -4.62013, -1.87472], [-6.59833, -7.60233, -1.83269], [-5.90353, -6.46681, -2.93546], [-4.44705, -8.26822, -0.88215], [-4.32812, -8.33526, -2.58093], [-3.66463, -6.91219, -1.70947], [-4.00014, -5.30371, -0.50416], [-5.20850, -4.33215, 0.23986], [-5.02992, -4.43460, -2.83550], [-3.99617, -3.35749, -1.88070], [-5.64070, -3.13578, -1.76962], [-4.82198, -11.15733, -3.27411], [-6.11087, -10.92997, -2.53703], [-6.54164, -12.15832, -1.75370], [-6.96801, -13.23950, -2.61208], [-8.00374, -14.09996, -1.83819], [-5.60705, -12.55852, -0.70138], [-5.47174, -11.45767, 0.44137], [-5.00335, -11.99062, -3.95296], [-4.01007, -11.49989, -2.63259], [-4.46058, -10.32964, -3.88436], [-6.02978, -10.02590, -1.93356], [-6.82325, -10.71698, -3.33406], [-7.47008, -12.78510, -3.46621], [-6.08636, -13.79239, -2.93627], [-7.53896, -14.72711, -1.07742], [-8.78840, -13.50929, -1.36542], [-8.51996, -14.66415, -2.61492], [-4.64843, -12.90691, -1.08579], [-6.01484, -13.47644, -0.27803], [-6.49703, -11.33776, 0.79136], [-5.10294, -10.48379, 0.11945], [-4.96161, -11.88675, 1.30379], [-4.24572, -8.30022, 7.31300], [-2.93177, -8.65019, 6.61421], [-2.78203, -10.12060, 6.44523], [-1.43148, -10.56196, 5.97900], [-0.34575, -10.32169, 6.98073], [-3.89341, -10.69994, 5.69422], [-4.08880, -10.13408, 4.28309], [-4.39497, -8.87739, 8.22553], [-5.08959, -8.44146, 6.63771], [-4.23918, -7.27939, 7.69505], [-2.73819, -8.12935, 5.67647], [-2.14444, -8.32080, 7.29223], [-1.17294, -10.11839, 5.01750], [-1.53272, -11.64478, 5.90590], [-0.59872, -10.70800, 7.96809], [-0.07852, -9.27102, 7.09377], [0.59035, -10.79746, 6.68839], [-3.73959, -11.76473, 5.51907], [-4.79999, -10.63545, 6.29593], [-4.97917, -10.52283, 3.78892], [-4.30778, -9.06788, 4.22515], [-3.21530, -10.36978, 3.67519], [-8.96133, -8.44671, 6.58706], [-8.64680, -6.96232, 6.30163], [-9.55306, -6.05431, 7.01191], [-9.63414, -4.70194, 6.32215], [-10.48598, -4.79543, 5.03524], [-9.12512, -5.90376, 8.41504], [-10.10944, -5.21721, 9.32773], [-10.02629, -8.64449, 6.46525], [-8.72933, -8.80706, 7.58927], [-8.43082, -9.10845, 5.90240], [-7.62924, -6.74723, 6.62783], [-8.69267, -6.77025, 5.22966], [-9.96047, -3.90249, 6.98735], [-8.63487, -4.36682, 6.04421], [-10.00619, -5.36614, 4.24014], [-11.43208, -5.31876, 5.17348], [-10.79206, -3.77786, 4.79239], [-8.18239, -5.35891, 8.36501], [-8.89315, -6.86642, 8.87065], [-10.05563, -4.13453, 9.21369], [-9.91138, -5.47298, 10.36862], [-11.14123, -5.53905, 9.18653], [-0.09124, -6.66264, 4.88115], [-0.88719, -5.71999, 3.91594], [-1.14781, -6.29863, 2.57372], [-1.47710, -5.28369, 1.56234], [-2.82577, -4.63317, 1.79219], [-2.18101, -7.35227, 2.67237], [-2.42906, -8.01070, 1.29986], [0.86139, -6.95629, 4.44028], [-0.62536, -7.58336, 5.11586], [0.24913, -6.16675, 5.79019], [-1.83674, -5.51713, 4.41122], [-0.32761, -4.78906, 3.82459], [-0.73464, -4.48633, 1.59503], [-1.48582, -5.67456, 0.54487], [-3.61823, -5.37996, 1.74320], [-3.00426, -4.30768, 2.81703], [-3.03317, -3.84024, 1.07361], [-3.12158, -7.04953, 3.13257], [-1.84687, -8.18051, 3.29725], [-2.90197, -7.26540, 0.66035], [-3.08065, -8.88423, 1.32198], [-1.53979, -8.32289, 0.75229], [-11.48743, -6.31429, -0.83568], [-10.90359, -7.15435, 0.28132], [-12.00039, -7.65883, 1.20469], [-12.73560, -8.79359, 0.61665], [-14.02991, -9.18098, 1.41908], [-11.54457, -7.90413, 2.60975], [-10.53643, -9.04149, 2.64616], [-12.09752, -5.49325, -0.45914], [-12.14485, -6.92447, -1.45501], [-10.67051, -5.91992, -1.44002], [-10.33711, -7.93303, -0.22942], [-10.23226, -6.49263, 0.82863], [-13.07351, -8.58772, -0.39900], [-12.13411, -9.69630, 0.50983], [-14.59831, -9.91164, 0.84360], [-13.76631, -9.60324, 2.38877], [-14.64119, -8.32157, 1.69449], [-12.30343, -8.01722, 3.38399], [-11.02310, -6.99746, 2.91653], [-9.73411, -8.84798, 1.93416], [-10.97355, -10.02989, 2.50441], [-10.04434, -9.06704, 3.61842], [-6.91320, -8.22873, 1.34364], [-6.70410, -7.81430, 2.77695], [-7.05093, -8.52650, 3.68235], [-6.04557, -6.65330, 2.94444], [-5.65057, -6.00705, 4.16992], [-7.19686, -9.27411, 1.46540], [-6.02843, -8.23680, 0.70707], [-7.64833, -7.57068, 0.88032], [-5.87977, -6.20493, 2.05473], [-4.63803, -6.29472, 4.45295], [-6.34184, -6.21269, 4.98720], [-5.73075, -4.92738, 4.04348]], "atomic_forces_ev_per_a": [[-0.645, 0.309, -0.454], [1.038, -2.365, 1.479], [0.440, 0.385, 0.108], [0.247, -0.764, 0.928], [-0.802, 0.035, -0.522], [-0.497, 0.932, -1.114], [-0.244, -0.410, 0.510], [0.070, -0.260, -0.398], [0.090, 0.744, 0.408], [-0.150, 0.136, -0.320], [0.061, 0.420, -0.477], [-0.164, 0.337, -0.096], [0.080, 0.064, -0.274], [-0.066, 0.392, -0.096], [0.442, 0.061, 0.040], [-0.055, -0.058, 0.141], [-0.155, 0.268, 0.088], [0.065, 0.246, 0.081], [0.340, -0.090, -0.301], [0.080, 0.123, 0.349], [-0.072, -0.157, -0.242], [-0.036, -0.293, 0.130], [0.349, 0.009, -0.888], [-0.958, -1.295, 0.340], [0.815, 0.691, 0.470], [0.049, -0.695, 0.841], [-0.137, 0.247, -0.139], [-0.252, -0.891, -0.300], [0.317, 1.520, 0.054], [0.332, 0.372, 0.250], [-0.083, 0.068, -0.090], [0.021, -0.006, 0.801], [-0.343, -0.074, -0.416], [0.118, 0.104, -0.251], [-0.311, -0.053, -0.040], [0.167, 0.345, -0.242], [-0.180, 0.310, 0.315], [0.052, 0.309, -0.316], [0.231, -0.306, -0.155], [-0.182, -0.340, -0.063], [-0.065, 0.222, -0.077], [0.009, -0.044, 0.075], [0.357, -0.294, -0.065], [-0.465, -0.183, -0.245], [0.738, -0.870, -0.421], [0.093, -0.778, 0.296], [0.459, 2.484, -0.220], [-0.677, 0.413, 1.418], [0.285, 0.041, -1.111], [-0.292, 0.824, 0.535], [-1.078, -1.728, -0.876], [0.171, -0.064, -0.294], [0.088, 0.273, 0.152], [-0.166, 0.175, 0.157], [-0.267, -0.261, 0.438], [-0.607, -0.096, 0.401], [0.102, -0.152, -0.150], [-0.113, -0.625, -0.353], [-0.142, -0.194, -0.227], [0.329, 0.376, 0.009], [0.026, -0.695, 0.296], [0.529, 0.326, -0.236], [-0.174, 0.172, 0.394], [-0.078, 0.340, -0.037], [0.282, -0.271, 0.025], [0.514, 0.272, -0.186], [0.026, 0.228, -0.269], [0.460, -1.040, 0.928], [0.496, 0.268, 0.190], [-1.644, -0.038, 0.519], [0.766, 0.527, 0.585], [0.047, 0.086, -0.648], [-0.482, 0.296, -0.170], [0.104, -0.489, -0.219], [-0.179, 0.132, 0.174], [0.027, 0.264, -0.465], [-0.447, 0.288, -0.255], [0.254, -0.096, -0.039], [0.119, -0.057, -0.342], [0.033, -0.056, -0.523], [-0.193, -0.010, -0.017], [-0.188, 0.154, 0.029], [-0.044, -0.205, -0.218], [0.326, -0.185, 0.468], [-0.046, 0.194, -0.079], [0.025, -0.533, 0.073], [0.407, 0.233, 0.316], [0.017, 0.123, -0.138], [-0.200, 0.000, -0.266], [-0.415, -0.433, 0.640], [-0.669, 1.031, 0.065], [0.113, -1.737, -0.284], [-0.366, 0.118, 0.995], [0.110, -0.224, -0.722], [-0.335, 0.350, 0.259], [-0.121, 0.168, -0.173], [0.219, 0.395, 0.180], [0.140, 0.182, -0.144], [0.493, 0.005, -0.091], [-0.087, -0.111, 0.044], [-0.531, -0.394, 0.183], [0.403, -0.112, -0.134], [0.291, 0.614, -0.159], [-0.027, -0.125, 0.555], [0.372, -0.027, -0.749], [0.429, 0.289, 0.501], [-0.033, -0.275, -0.455], [-0.187, 0.022, 0.143], [0.334, 0.191, 0.070], [0.006, -0.039, -0.439], [0.341, 0.199, -0.997], [0.314, -0.992, 0.266], [-0.002, -0.462, 0.562], [-0.400, 0.589, 0.678], [-0.822, -0.348, 0.505], [0.949, -1.143, -0.959], [-0.418, 0.766, -0.251], [-0.042, -0.140, -0.458], [-0.067, 0.170, 0.133], [-0.636, 0.209, 0.197], [-0.234, 0.384, 0.163], [-0.128, 0.034, -0.199], [0.349, -0.212, 0.030], [0.357, -0.359, 0.109], [-0.113, -0.124, -0.643], [0.576, 0.649, 0.028], [-0.029, 0.048, 0.201], [-0.242, 0.443, -0.111], [0.468, 0.252, 0.384], [-0.231, -0.164, -0.184], [-0.178, 0.063, 0.386], [0.365, 0.113, 0.420], [-0.443, -0.015, -0.035], [-1.441, 0.144, 0.653], [0.020, 0.011, -0.253], [-1.027, 0.163, 0.771], [1.163, 0.353, 0.081], [1.098, 0.115, -1.269], [0.291, 0.027, 0.856], [0.152, 0.077, 0.102], [0.085, 0.041, -0.237], [-0.084, 0.060, -0.154], [0.271, -0.500, 0.432], [0.106, -0.327, 0.373], [0.195, 0.522, -0.015], [0.365, -0.259, 0.152], [-0.089, 0.054, 0.109], [0.104, -0.361, -0.064], [-0.048, 0.174, -0.514], [-0.591, -0.171, -0.585], [0.043, 0.158, -0.113], [-0.106, -0.237, -0.155], [-0.030, 0.030, -0.269], [0.052, -0.041, 0.158], [-0.030, -0.640, 0.117], [1.097, 0.480, -0.568], [-0.638, -0.877, 1.502], [-0.117, 0.353, -0.974], [-0.416, 0.253, 0.187], [-0.620, 0.184, -0.492], [0.166, 0.446, 0.265], [-0.199, -0.338, -0.166], [0.282, 0.431, 0.207], [0.039, 0.117, 0.191], [0.082, -0.451, -0.134], [0.342, 0.048, -0.173]], "total_charge": -1, "e_lumo_ev": [2.31, 2.26], "s_squared": 0.75, "homo_ev": [0.7, -6.3], "multiplicity": 2, "homo_lumo_gap_ev": [1.62, 8.51], "e_tot_ha": -2294.8599, "max_force_ev_per_a": 2.98}